Molecular formula: C20H21NO4S
Method: DFT, wB97M-V/def2-TZVPD

Structure (ORCA input):
```
! wB97M-V def2-TZVPD RIJCOSX def2/J DEFGRID3
* xyz 0 1
C -3.97 -1.04 -2.18
C -3.43 -1.92 -1.11
O -2.15 -1.95 -1.10
C -1.70 -2.36 0.22
O -2.38 -2.95 1.19
C -0.20 -2.12 0.14
C 0.57 -1.17 -0.35
C 0.04 0.04 -0.85
N 0.47 1.36 -0.35
C -0.08 1.47 0.87
C 0.55 1.02 2.09
C -1.56 1.66 0.77
C -2.36 2.23 -0.03
C -3.62 2.12 -0.19
C -4.35 1.40 0.50
C -3.72 0.50 1.36
C -2.28 0.66 1.62
S 2.07 1.55 -0.53
O 2.29 1.61 -2.14
O 2.43 2.66 0.36
C 2.78 0.14 -0.12
C 4.10 0.04 -0.02
C 4.88 -1.41 0.29
C 4.14 -2.32 0.52
C 2.75 -2.42 0.14
C 2.11 -1.26 -0.04
H -3.90 0.07 -2.13
H -4.93 -1.21 -2.43
H -3.41 -1.44 -3.13
H -3.91 -1.51 -0.20
H -3.76 -3.00 -1.32
H 0.19 -3.05 0.94
H -0.98 0.12 -1.38
H 0.65 0.04 -2.03
H 0.05 2.68 0.97
H 0.01 1.49 3.09
H 0.53 -0.18 2.21
H 1.49 1.28 2.32
H -1.73 2.96 -0.51
H -4.15 2.77 -1.17
H -5.39 1.42 0.49
H -4.26 -0.22 2.12
H -1.83 -0.12 2.31
H 4.83 0.99 -0.08
H 5.88 -1.29 0.66
H 4.66 -3.50 0.77
H 2.14 -3.36 0.44
*
```

Summary:
**Energy**: -1528.07515 Eh
**Energy above the lowest of the compared OMol25 structures with the same formula, charge and spin**: 15.1029 eV
**HOMO level**: -9.11 eV
**Lowest unoccupied orbital energy**: -0.71 eV

=====

Molecular formula: C20H22B3O15
Method: DFT, wB97M-V/def2-TZVPD

Structure (ORCA input):
```
! wB97M-V def2-TZVPD RIJCOSX def2/J DEFGRID3
* xyz -1 1
C 3.90 -0.52 0.99
C 3.65 0.36 -0.32
C 2.97 1.71 0.16
C 1.48 1.86 -0.29
B 0.45 0.94 0.53
O -0.74 1.56 0.99
B -1.81 0.64 1.01
C -3.01 0.92 2.04
C -4.33 1.47 1.40
C -4.78 0.74 0.12
O -4.94 -0.43 0.02
O -5.08 1.53 -0.99
O -1.75 -0.49 0.19
B -0.47 -1.10 0.22
C -0.34 -2.57 -0.40
O -0.70 -2.70 -1.59
O 0.14 -3.56 0.25
O 0.66 -0.43 0.78
H 3.93 -1.60 0.77
H 4.87 -0.18 1.44
H 3.08 -0.25 1.69
H 3.00 -0.21 -1.01
H 4.63 0.62 -0.78
H 3.54 2.52 -0.36
H 3.14 1.87 1.25
H 1.17 2.92 -0.13
H 1.42 1.59 -1.37
H -2.65 1.69 2.76
H -3.24 -0.04 2.55
H -5.15 1.33 2.14
H -4.31 2.57 1.19
H -5.77 1.06 -1.50
C 1.78 -6.01 -1.50
C 2.83 -5.82 -2.31
C 3.88 -6.87 -2.49
O 4.82 -6.66 -3.25
C 3.74 -8.12 -1.75
C 2.69 -8.31 -0.94
C 1.63 -7.27 -0.78
O 0.69 -7.51 -0.05
O 2.54 -9.45 -0.24
O 3.00 -4.67 -2.99
H 1.01 -5.26 -1.36
H 4.52 -8.86 -1.88
H 1.71 -9.33 0.25
H 3.83 -4.79 -3.49
C -1.99 4.66 0.67
C -2.28 5.28 1.82
C -2.58 6.75 1.87
O -2.85 7.26 2.94
C -2.53 7.50 0.62
C -2.24 6.88 -0.53
C -1.96 5.41 -0.58
O -1.72 4.89 -1.66
O -2.18 7.54 -1.70
O -2.31 4.62 2.99
H -1.77 3.60 0.63
H -2.73 8.56 0.67
H -1.96 6.87 -2.37
H -2.54 5.29 3.66
*
```

Summary:
**Energy**: -1978.82333 Eh
**HOMO level**: -4.39 eV
**Lowest unoccupied orbital energy**: 0.02 eV

=====

Molecular formula: C20H22Br2N2PtSi2
Method: DFT, wB97M-V/def2-TZVPD

Structure (ORCA input):
```
! wB97M-V def2-TZVPD RIJCOSX def2/J DEFGRID3
* xyz 2 5
Pt -0.31 0.81 0.07
C -2.53 0.67 -2.64
Si -2.51 0.37 -0.81
C -3.91 1.19 0.07
C -2.41 -1.48 -0.43
C -3.29 -2.27 -1.16
C -3.35 -3.64 -0.93
C -2.51 -4.23 0.01
C -1.61 -3.45 0.72
C -1.54 -2.07 0.51
Si -0.25 -1.13 1.44
C 1.46 -1.78 1.18
C -0.64 -0.83 3.22
H -3.56 0.78 -2.97
H -2.08 -0.16 -3.17
H -2.01 1.59 -2.92
H -4.82 0.74 -0.31
H -3.95 2.26 -0.13
H -3.87 1.04 1.15
H -3.96 -1.84 -1.90
H -4.06 -4.25 -1.48
H -2.56 -5.30 0.18
H -0.96 -3.94 1.44
H 1.58 -2.70 1.76
H 2.22 -1.08 1.55
H 1.66 -2.00 0.13
H -0.62 -1.81 3.71
H -1.64 -0.41 3.37
H 0.09 -0.20 3.71
Br 4.73 4.09 3.12
C 3.32 3.28 2.21
C 2.04 3.26 2.80
C 0.98 2.62 2.13
N 1.12 2.04 0.96
C 2.39 2.05 0.33
C 3.50 2.69 1.00
C 2.47 1.42 -0.87
C 3.66 1.40 -1.71
C 3.65 0.71 -2.87
Br 5.17 0.64 -3.96
C 2.48 0.03 -3.27
C 1.34 0.09 -2.45
N 1.31 0.74 -1.31
H 1.86 3.73 3.76
H -0.01 2.60 2.57
H 4.48 2.70 0.54
H 4.54 1.96 -1.41
H 2.45 -0.52 -4.20
H 0.43 -0.43 -2.73
*
```

Summary:
**Energy**: -6730.52830 Eh
**Energy above the lowest of the compared OMol25 structures with the same formula, charge and spin**: 0.0000 eV
**HOMO level (alpha / beta)**: -13.06 / -15.01 eV
**Lowest unoccupied orbital energy (alpha / beta)**: -6.90 / -10.12 eV

=====

Molecular formula: C20H22BrClF4KN5O6S
Method: DFT, wB97M-V/def2-TZVPD

Structure (ORCA input):
```
! wB97M-V def2-TZVPD RIJCOSX def2/J DEFGRID3
* xyz -2 1
K -0.27 0.25 -0.10
C 4.50 2.17 -3.05
N 3.26 2.05 -2.32
C 3.29 0.94 -1.39
C 2.94 3.31 -1.67
C 1.67 3.30 -0.79
N 0.49 2.70 -1.36
C -0.18 3.30 -2.32
C -1.34 2.63 -2.84
F -1.70 1.48 -2.23
C -2.11 3.10 -3.86
F -3.18 2.38 -4.27
C -1.85 4.32 -4.50
C -0.78 5.02 -3.99
F -0.48 6.23 -4.54
C 0.02 4.57 -2.96
F 1.00 5.43 -2.54
H 5.36 2.38 -2.39
H 4.43 2.98 -3.78
H 4.71 1.24 -3.58
H 3.96 1.13 -0.53
H 3.62 0.04 -1.90
H 2.28 0.77 -1.02
H 2.84 4.07 -2.45
H 3.78 3.62 -1.01
H 1.52 4.34 -0.47
H 1.91 2.74 0.12
H -2.45 4.68 -5.32
O -2.93 -3.42 0.03
Cl -1.62 -2.84 0.23
O -0.72 -3.84 0.74
O -1.12 -2.31 -1.02
O -1.71 -1.75 1.18
Br 2.19 -2.71 -1.64
C 2.17 -2.73 0.27
C 2.55 -3.90 0.91
C 2.57 -3.87 2.29
C 2.23 -2.71 2.95
C 1.83 -1.60 2.22
N 1.81 -1.62 0.88
C 1.40 -0.30 2.95
O 1.61 -0.32 4.18
O 0.84 0.56 2.26
H 2.80 -4.78 0.34
H 2.86 -4.76 2.84
H 2.25 -2.62 4.03
C -3.21 -3.13 3.61
N -2.36 -2.61 4.66
C -1.07 -1.99 4.36
C -0.50 -1.64 5.74
N -1.53 -2.19 6.63
C -2.58 -2.72 5.97
S -3.91 -3.41 6.76
H -3.64 -2.32 3.03
H -4.00 -3.72 4.07
H -2.62 -3.74 2.93
H -1.17 -1.11 3.72
H -0.44 -2.70 3.81
H -0.38 -0.57 5.86
H 0.47 -2.10 5.91
H -1.53 -2.15 7.63
*
```

Summary:
**Energy**: -5932.25694 Eh
**Energy above the lowest of the compared OMol25 structures with the same formula, charge and spin**: 0.0000 eV
**HOMO level**: -1.92 eV
**Lowest unoccupied orbital energy**: 4.12 eV

=====

Molecular formula: C20H22Cl2N2O6S
Method: DFT, wB97M-V/def2-TZVPD

Structure (ORCA input):
```
! wB97M-V def2-TZVPD RIJCOSX def2/J DEFGRID3
* xyz 0 1
C 4.89 -6.24 0.95
C 3.74 -6.21 1.94
O 2.55 -5.91 1.22
C 1.43 -5.84 1.98
O 1.43 -6.00 3.18
N 0.32 -5.62 1.24
C 0.33 -5.30 -0.17
C -0.04 -3.83 -0.38
C -1.40 -3.54 0.27
N -1.77 -2.16 0.09
C -2.84 -1.76 -0.64
O -3.61 -2.53 -1.19
C -2.98 -0.30 -0.73
C -3.81 0.47 -1.49
C -3.48 1.81 -1.21
C -2.48 1.77 -0.28
C -1.63 2.81 0.32
S 0.10 2.44 -0.27
O 0.06 1.74 -1.52
O 0.78 1.80 0.82
C 0.81 4.09 -0.60
C 0.26 4.81 -1.65
Cl -1.07 4.17 -2.53
C 0.77 6.06 -2.01
C 1.84 6.58 -1.30
C 2.39 5.88 -0.25
C 1.88 4.63 0.10
Cl 2.60 3.79 1.41
O -2.17 0.50 0.01
C -1.36 -3.91 1.75
C -0.94 -5.38 1.90
H 5.82 -6.47 1.47
H 4.99 -5.28 0.45
H 4.72 -7.00 0.19
H 3.63 -7.17 2.45
H 3.90 -5.44 2.70
H -0.41 -5.94 -0.67
H 1.31 -5.51 -0.58
H -0.08 -3.61 -1.45
H 0.72 -3.19 0.08
H -2.18 -4.12 -0.24
H -1.15 -1.45 0.46
H -4.56 0.11 -2.17
H -3.93 2.69 -1.64
H -1.92 3.81 0.02
H -1.56 2.72 1.40
H 0.33 6.59 -2.83
H 2.24 7.54 -1.57
H 3.22 6.28 0.31
H -0.63 -3.28 2.26
H -2.33 -3.76 2.21
H -1.70 -6.03 1.45
H -0.82 -5.64 2.95
*
```

Summary:
**Energy**: -2654.86453 Eh
**HOMO level**: -8.88 eV
**Lowest unoccupied orbital energy**: 0.04 eV

=====

Q: energy of number 2 (C20H22B3O15)?
A: -1978.82333 Eh